Entry from the OMol25 dataset: a structure of composition C36H40N2SbSe4Tc (ωB97M-V with the def2-TZVPD basis set).

```
84
Properties=species:S:1:pos:R:3:forces:R:3:lowdin_charge:R:1
Tc -1.14844 -1.28136 -0.93810 -0.63 -0.69 -1.72 0.68
C -0.47874 -3.45826 1.98550 0.11 0.13 -0.06 -0.13
C 1.01286 -3.19426 2.17840 -0.14 0.24 0.11 -0.36
C 1.24526 -1.91096 2.98250 0.08 -0.13 -0.01 -0.05
C 1.81276 -3.20726 0.88840 0.09 -0.01 0.01 -0.14
C 2.80686 -4.17116 0.77120 0.00 -0.02 0.11 -0.04
C 3.61996 -4.25696 -0.33940 0.14 -0.11 -0.09 -0.08
C 3.45116 -3.36816 -1.38040 0.01 0.02 0.02 -0.04
C 2.48126 -2.38036 -1.31310 -0.24 0.19 0.13 -0.17
C 2.30886 -1.43046 -2.48000 -0.13 0.24 -0.17 -0.38
C 3.63096 -0.77916 -2.88700 -0.11 0.02 0.11 -0.06
C 1.67826 -2.16296 -3.66720 -0.24 0.06 0.10 -0.07
C 1.66276 -2.30406 -0.17400 0.57 -0.58 -0.09 -0.24
N 0.67446 -1.29796 -0.15360 0.73 0.56 0.75 -0.10
C 1.04086 -0.08536 0.23380 -0.67 0.46 -0.03 -0.21
C 0.02486 0.91664 0.25020 0.41 -0.66 -0.02 -0.20
N -1.18024 0.54794 -0.15610 0.44 0.56 0.61 -0.10
C -2.22324 1.49884 -0.12080 -0.62 0.55 0.09 -0.24
C -2.34684 2.40304 -1.18500 0.19 -0.27 0.12 -0.17
C -3.41254 3.28874 -1.17910 -0.02 0.07 0.06 -0.04
C -4.33144 3.28594 -0.14650 -0.07 0.08 -0.10 -0.07
C -4.18754 2.39874 0.90070 -0.02 0.04 0.10 -0.04
C -3.12634 1.50874 0.95250 0.35 -0.07 -0.14 -0.15
C -2.96504 0.58044 2.13650 -0.02 -0.14 0.10 -0.37
C -3.27114 1.27964 3.46050 0.19 -0.02 -0.18 -0.07
C -3.85874 -0.65016 1.96830 0.35 -0.07 -0.18 -0.11
C -1.36544 2.40104 -2.33690 0.17 -0.05 -0.10 -0.37
C -1.99174 1.72494 -3.55860 0.13 -0.23 0.11 -0.07
C -0.88624 3.81004 -2.68350 0.02 -0.15 0.09 -0.07
C 0.59526 2.15334 0.72510 0.29 0.78 0.24 -0.06
C 0.14716 3.43444 0.95850 -0.16 -0.63 -0.16 0.01
C 1.07476 4.38864 1.40590 0.48 0.40 0.23 -0.07
C 2.40206 4.10064 1.62850 -0.17 0.22 0.00 -0.02
C 2.89366 2.79474 1.40780 -0.35 -0.39 -0.18 -0.16
C 4.21466 2.32354 1.58510 0.20 -0.14 -0.01 -0.02
C 4.52306 1.00924 1.31800 0.41 0.44 0.22 -0.07
C 3.57676 0.07524 0.86560 -0.66 -0.12 -0.15 0.00
C 2.28026 0.50414 0.67960 0.82 0.25 0.20 -0.08
C 1.96496 1.86004 0.95600 0.28 0.24 0.17 -0.07
H -0.96744 -3.63406 2.94120 -0.01 -0.03 0.14 0.07
H -0.62424 -4.33856 1.35840 -0.18 0.10 0.02 0.05
H -0.97614 -2.60086 1.51360 0.06 -0.32 0.11 0.03
H 1.40866 -4.02136 2.78310 0.01 0.09 -0.12 0.12
H 0.78506 -1.04696 2.50710 -0.09 0.02 -0.01 0.06
H 2.31186 -1.70676 3.08680 0.04 0.04 0.08 0.08
H 0.80776 -2.01696 3.97450 -0.02 0.02 0.09 0.08
H 2.94156 -4.87226 1.58280 0.00 -0.07 0.08 0.11
H 4.38396 -5.01936 -0.39630 0.04 -0.08 0.00 0.10
H 4.07816 -3.44186 -2.25640 0.07 -0.01 -0.10 0.11
H 1.63326 -0.60926 -2.19310 0.16 -0.34 -0.05 0.12
H 4.32406 -1.51316 -3.29200 0.12 -0.06 -0.06 0.07
H 4.09936 -0.29626 -2.02990 0.08 0.06 0.01 0.07
H 3.45286 -0.02636 -3.65470 0.02 0.04 -0.05 0.08
H 2.29036 -3.00946 -3.97140 0.14 -0.07 -0.07 0.08
H 1.55606 -1.49106 -4.51660 0.05 0.05 -0.08 0.08
H 0.69156 -2.54936 -3.40550 0.08 0.03 -0.04 0.00
H -3.52444 3.99344 -1.98910 -0.03 0.07 -0.11 0.11
H -5.15804 3.98274 -0.15650 -0.07 0.02 -0.02 0.10
H -4.91364 2.39944 1.69900 -0.07 0.03 0.11 0.11
H -1.91964 0.24694 2.17680 -0.15 0.02 -0.09 0.12
H -4.33574 1.47344 3.55640 -0.15 0.08 0.09 0.07
H -2.73004 2.22204 3.53900 0.01 0.10 0.08 0.08
H -2.97534 0.63584 4.28500 0.01 -0.06 0.13 0.08
H -4.89624 -0.35526 1.81740 -0.13 0.05 0.03 0.09
H -3.79834 -1.31526 2.82870 0.01 0.00 0.05 0.06
H -3.54324 -1.21476 1.08850 -0.17 0.03 0.31 -0.05
H -0.47284 1.82754 -2.04650 -0.29 0.09 -0.08 0.12
H -2.91244 2.22864 -3.84800 -0.07 0.10 -0.06 0.08
H -2.23734 0.68304 -3.34260 -0.01 0.08 -0.03 0.01
H -1.29954 1.73564 -4.39970 0.05 0.05 -0.11 0.08
H -1.69274 4.41024 -3.09860 -0.06 0.12 -0.05 0.07
H -0.09164 3.75284 -3.42570 0.06 0.05 -0.08 0.08
H -0.49744 4.31024 -1.79720 0.04 0.10 0.01 0.07
H -0.88664 3.71664 0.81000 -0.02 -0.04 -0.03 0.11
H 0.72096 5.39584 1.58100 0.02 0.06 0.03 0.10
H 3.07956 4.87044 1.97050 0.02 0.11 0.04 0.11
H 4.98036 3.00684 1.92790 0.08 0.00 0.03 0.11
H 5.54126 0.66984 1.45940 0.04 0.03 0.02 0.10
H 3.87666 -0.94796 0.67740 -0.05 0.00 -0.02 0.11
Se -4.05954 -4.31886 1.51550 0.17 0.20 -0.60 -0.14
Sb -3.64274 -3.83286 -0.81920 0.36 0.28 -1.10 -0.12
Se -3.34614 -1.18326 -1.55800 -1.76 -0.65 0.41 0.14
Se -1.01914 -3.51356 -1.46980 -0.63 -1.54 0.51 0.15
Se -4.79254 -5.03596 -2.55240 0.06 0.09 0.32 -0.25
```
Forces are in eV/Å.

Summary:
<S²>   1.03
Charge   -1
Calculated total energy   -311087.134 eV
Orbital gap (spin up / spin down)   5.19 / 5.26 eV
Energy relative to the best compared isomer or geometry (same formula, charge and spin)   4.1 kcal/mol
Lowest unoccupied orbital energy (spin up / spin down)   0.88 / 0.92 eV
Spin multiplicity   2